Formula: C3H10OS2
Source: the OMol25 dataset
Level of theory: ωB97M-V with the def2-TZVPD basis set

Computed properties:
LUMO	0.3	eV
2S+1	1
DFT total energy	-26990.9396	eV
Kohn-Sham gap	9.1859	eV
ΔE to the lowest compared entry with this formula, charge and spin	8.1	kcal/mol
HOMO	-8.9	eV
net charge	0

Geometry (Å):
1 C 1.710 -0.460 -0.726
2 C 0.327 -0.081 -1.205
3 C -0.207 1.247 -0.659
4 S -1.984 1.549 -0.832
5 S -2.913 1.283 1.019
6 H 2.400 0.380 -0.882
7 H 2.053 -1.348 -1.270
8 H 1.868 -0.726 0.314
9 H 0.265 0.000 -2.299
10 H -0.420 -0.798 -0.847
11 H 0.027 1.484 0.380
12 H 0.257 2.091 -1.205
13 H -2.863 -0.103 0.906
14 O 0.161 -1.274 2.344
15 H -0.159 -2.089 1.944
16 H -0.523 -1.156 3.017

natural (NBO) population analysis, charges in e, atoms 1 to 8:
1. C -0.62
2. C -0.41
3. C -0.54
4. S 0.08
5. S -0.14
6. H 0.20
7. H 0.21
8. H 0.23



Formula: C15H32ClO9S
Source: the OMol25 dataset
Level of theory: ωB97M-V with the def2-TZVPD basis set

Computed properties:
LUMO	-4.1	eV
2S+1	1
DFT total energy	-57850.2657	eV
Kohn-Sham gap	8.9999	eV
HOMO	-13.1	eV
net charge	+1

Geometry (Å):
1 S -0.947 -0.198 -0.836
2 C 0.699 0.762 -0.777
3 C 1.691 -0.112 0.193
4 C 1.919 0.632 1.639
5 Cl 3.067 2.087 1.602
6 H -1.396 -0.131 0.522
7 H -0.572 -1.560 -0.999
8 H 0.468 1.818 -0.326
9 H 1.053 0.859 -1.890
10 H 1.152 -1.146 0.436
11 H 2.670 -0.362 -0.396
12 H 0.845 1.015 1.986
13 H 2.272 -0.202 2.412
14 C 0.236 -4.167 5.768
15 C -0.252 -2.839 5.213
16 O -0.215 -2.838 3.781
17 C -1.219 -3.514 3.169
18 O -2.131 -4.104 3.724
19 O -1.018 -3.445 1.829
20 C -1.952 -4.208 1.067
21 H 1.225 -4.412 5.366
22 H 0.294 -4.132 6.859
23 H -0.433 -4.986 5.485
24 H 0.419 -2.040 5.548
25 H -1.255 -2.591 5.578
26 H -2.984 -3.944 1.323
27 H -1.775 -5.276 1.226
28 H -1.792 -3.983 0.009
29 C -4.641 1.565 0.097
30 C -3.531 2.586 -0.088
31 O -4.013 3.915 0.151
32 C -4.170 4.254 1.455
33 O -3.936 3.541 2.417
34 O -4.662 5.518 1.504
35 C -4.972 5.963 2.824
36 H -5.507 1.822 -0.520
37 H -4.294 0.564 -0.175
38 H -4.987 1.538 1.135
39 H -3.184 2.557 -1.127
40 H -2.666 2.365 0.547
41 H -4.115 5.849 3.495
42 H -5.837 5.413 3.206
43 H -5.231 7.024 2.772
44 C 5.341 -1.407 -6.841
45 C 4.132 -1.732 -5.979
46 O 4.245 -1.120 -4.688
47 C 3.975 0.208 -4.645
48 O 3.647 0.907 -5.590
49 O 4.161 0.634 -3.370
50 C 4.009 2.043 -3.206
51 H 6.267 -1.673 -6.323
52 H 5.295 -1.948 -7.790
53 H 5.396 -0.336 -7.060
54 H 4.088 -2.814 -5.815
55 H 3.195 -1.442 -6.468
56 H 3.047 2.388 -3.598
57 H 4.836 2.564 -3.697
58 H 4.045 2.267 -2.136

natural (NBO) population analysis, charges in e, atoms 1 to 8:
1. S 0.34
2. C -0.50
3. C -0.45
4. C -0.39
5. Cl -0.04
6. H 0.24
7. H 0.23
8. H 0.29



Formula: C9H11OP
Source: the OMol25 dataset
Level of theory: ωB97M-V with the def2-TZVPD basis set

Computed properties:
LUMO	-0.5	eV
2S+1	1
DFT total energy	-20846.0501	eV
Kohn-Sham gap	8.4384	eV
ΔE to the lowest compared entry with this formula, charge and spin	17.4	kcal/mol
HOMO	-8.9	eV
net charge	0

Geometry (Å):
1 C -0.820 2.118 1.030
2 C -0.785 0.915 0.062
3 C -1.645 0.881 -1.017
4 C -1.679 -0.243 -1.885
5 C -0.748 -1.318 -1.674
6 C 0.133 -1.256 -0.502
7 C 1.133 -2.415 -0.564
8 C 0.141 -0.084 0.259
9 C 1.194 -0.010 1.544
10 P 2.384 1.326 0.938
11 O 2.259 2.377 1.947
12 H 0.129 2.560 1.132
13 H -1.548 2.898 0.749
14 H -1.108 1.772 1.993
15 H -2.440 1.613 -1.046
16 H -2.353 -0.578 -2.639
17 H -0.689 -1.956 -2.450
18 H 1.988 -1.805 -0.866
19 H 1.324 -3.047 0.320
20 H 0.780 -3.085 -1.308
21 H 0.708 0.245 2.485
22 H 1.642 -0.909 1.492

natural (NBO) population analysis, charges in e, atoms 1 to 8:
1. C -0.63
2. C -0.01
3. C -0.22
4. C -0.19
5. C -0.21
6. C 0.01
7. C -0.64
8. C -0.04



Formula: C2HF4NO
Source: the OMol25 dataset
Level of theory: ωB97M-V with the def2-TZVPD basis set

Computed properties:
LUMO (spin up / spin down)	-0.2 / -0.9	eV
2S+1	1
DFT total energy	-16491.7827	eV
Kohn-Sham gap (spin up / spin down)	9.4768 / 7.5407	eV
ΔE to the lowest compared entry with this formula, charge and spin	129.2	kcal/mol
HOMO (spin up / spin down)	-9.7 / -8.5	eV
net charge	0

Geometry (Å):
1 C -0.198 0.571 -1.139
2 C 0.475 -1.173 0.714
3 N 0.040 1.012 0.086
4 O 0.253 0.218 1.122
5 F -1.286 -0.276 -1.414
6 F -0.105 1.378 -2.146
7 F -0.622 -1.994 0.688
8 F 1.298 -1.674 1.661
9 H 0.144 1.939 0.429

natural (NBO) population analysis, charges in e, atoms 1 to 8:
1. C 0.79
2. C 0.74
3. N -0.32
4. O -0.34
5. F -0.34
6. F -0.28
7. F -0.33
8. F -0.33